# 1
DFT (ωB97M-V with the def2-TZVPD basis set) results for the molecule C5H10N2O2.

spin multiplicity: 1
electronic energy: -12421.0577 eV
energy above the lowest of the compared OMol25 structures with the same formula, charge and spin: 55.7 kcal per mole
maximum force: 4.43 eV/Å

Positions of all 19 atoms, in Å:
C 0.4426 0.6903 -1.2090
C -0.6270 1.6833 -1.5721
C 0.1316 0.7196 1.2739
C 0.2353 -0.5660 -0.6639
N 1.1060 -1.5963 -0.8344
N -0.5502 -1.8027 1.3388
C -0.5860 -0.5276 0.6079
O 1.3677 0.3741 1.7916
O -0.4867 1.6568 1.7854
H 1.5179 1.0231 2.5011
H 1.3219 0.7778 -1.8476
H 1.4992 -1.7232 -1.7582
H 0.9345 -2.3732 -0.1932
H -1.3328 -2.3715 1.0279
H -0.6826 -1.6022 2.3293
H -1.6170 -0.2294 0.4036
H -1.5172 1.5927 -0.9474
H -0.2278 2.6893 -1.4152
H -0.9294 1.5851 -2.6183

# 2
DFT (ωB97M-V with the def2-TZVPD basis set) results for a cluster of 2 separate species, C5H10N2O2 in total.

spin multiplicity: 1
electronic energy: -12419.9715 eV
energy above the lowest of the compared OMol25 structures with the same formula, charge and spin: 80.7 kcal per mole
maximum force: 2.32 eV/Å

Positions of all 19 atoms, in Å:
C 0.2539 0.5860 2.0802
C 0.4131 -0.7438 2.0289
N 0.4701 -1.0897 -1.1954
C -0.7779 -1.0722 -0.6043
N 1.3624 -0.0103 -1.3475
C -1.5579 0.2052 -0.5717
C -1.2124 1.4100 -1.0031
O 0.7611 1.4817 1.2032
O -1.3607 -2.1422 -0.5186
H 1.1561 1.0066 0.4519
H 0.7388 -2.0086 -1.5392
H -0.3496 1.0679 2.8321
H 1.4208 0.2792 -2.3217
H 2.2908 -0.2990 -1.0544
H -0.0186 -1.3681 2.7855
H 1.1349 -1.2018 1.3496
H -2.5622 0.0290 -0.2104
H -0.2488 1.6418 -1.4074
H -1.9141 2.2286 -0.9577

# 3
DFT (ωB97M-V with the def2-TZVPD basis set) results for the ion C5H10N2O2P with charge +1.

spin multiplicity: 1
total charge: +1
electronic energy: -21703.1616 eV
energy above the lowest of the compared OMol25 structures with the same formula, charge and spin: 21.0 kcal per mole
maximum force: 4.54 eV/Å

Positions of all 20 atoms, in Å:
C 1.5463 -0.3931 -0.7844
C -0.6295 -0.4294 -0.0957
C 1.4821 0.6808 0.3011
C -0.1458 0.8232 0.5867
C 0.0130 -2.0643 -1.6815
N 0.2805 -0.8313 -1.0007
N -0.4518 0.6462 2.0587
O 2.5183 -0.7810 -1.3330
O -1.7657 -0.7432 0.1194
P -0.9562 2.5359 0.0140
H 2.1109 0.3088 1.0680
H 1.7259 1.5519 -0.2575
H 0.9899 -2.3683 -2.1216
H -0.3658 -2.9128 -1.0721
H -0.6925 -2.0258 -2.5165
H 0.0326 0.0164 2.7465
H -1.4255 0.1018 1.8704
H -0.6432 1.5952 2.4172
H -2.1694 2.3305 0.7820
H -1.4539 1.9586 -1.1010

# 4
DFT (ωB97M-V with the def2-TZVPD basis set) results for the molecule C5H10N2O3.

spin multiplicity: 1
electronic energy: -14468.7676 eV
energy above the lowest of the compared OMol25 structures with the same formula, charge and spin: 55.0 kcal per mole
maximum force: 6.99 eV/Å

Positions of all 20 atoms, in Å:
C -1.1984 1.0884 -1.0206
C -0.6781 -1.7329 0.7469
C 1.1460 -2.1500 -0.8260
N -0.2552 1.0086 0.0705
N 0.4763 -1.2128 0.0457
C 0.8914 0.3538 -0.0350
C -0.0586 2.4046 0.8476
O 0.7661 2.3556 1.9100
O 2.0266 0.6721 -0.2830
O -0.6624 3.4220 0.5745
H 0.8441 3.2835 2.2165
H -0.9867 1.9790 -1.6189
H -1.1514 0.2280 -1.6915
H -2.2090 1.1852 -0.6160
H 1.6709 -2.8849 -0.2020
H -1.4214 -2.1262 0.0418
H -0.3500 -2.5568 1.3934
H -1.1549 -0.9774 1.3732
H 1.8837 -1.6622 -1.4680
H 0.4208 -2.6775 -1.4590

# 5
DFT (ωB97M-V with the def2-TZVPD basis set) results for the molecule C5H10N2O3.

spin multiplicity: 1
electronic energy: -14469.6552 eV
energy above the lowest of the compared OMol25 structures with the same formula, charge and spin: 34.5 kcal per mole
maximum force: 3.25 eV/Å

Positions of all 20 atoms, in Å:
C -0.9992 0.0105 -0.4890
C -2.5236 0.1176 -0.0962
C -0.0237 -0.8980 0.2612
C 1.3879 -1.0465 -0.2825
C 2.3359 0.0688 0.0109
H -0.6481 1.8046 -1.3238
H -1.3381 1.8962 0.1202
H -0.8242 -0.2251 -1.5472
H -0.5783 -1.7740 0.2326
H -0.0185 -0.5559 1.2777
H 1.8578 -1.9490 0.2414
H 1.3727 -1.2378 -1.3241
H 2.7973 1.6603 1.0960
H 1.0946 1.1144 1.2464
H -2.6100 -1.7570 0.3594
N -0.5990 1.4608 -0.3770
N 2.0107 1.0951 0.8695
O -2.9860 1.1967 -0.1348
O 3.4799 0.0019 -0.4965
O -3.1880 -0.9834 0.3556

# 6
DFT (ωB97M-V with the def2-TZVPD basis set) results for a structure of composition C5H10N2O3.

spin multiplicity: 1
electronic energy: -14466.2755 eV
energy above the lowest of the compared OMol25 structures with the same formula, charge and spin: 112.4 kcal per mole
maximum force: 7.50 eV/Å

Positions of all 20 atoms, in Å:
C 0.6154 1.6791 -0.6987
C 1.1494 0.1463 -0.6783
C 1.6177 2.2976 -1.5591
C -1.0222 -0.2178 0.4600
C -1.4931 -1.6396 0.9612
H 1.2094 1.8031 1.2008
H 0.4187 3.4212 0.5794
H -0.4195 1.8865 -1.1609
H 1.6568 3.4227 -1.4218
H 1.7299 2.1727 -2.6927
H 2.6828 1.8818 -1.2297
H 0.4684 -1.6694 -0.4083
H -1.8245 0.4932 -0.0292
H -0.6333 0.5670 1.3659
H -2.9136 -0.7445 1.9717
N 0.3940 2.2935 0.5925
N 0.1619 -0.7264 -0.2930
O 2.2271 -0.1913 -1.1476
O -0.8796 -2.6955 0.8416
O -2.7812 -1.8379 1.4082

# 7
DFT (ωB97M-V with the def2-TZVPD basis set) results for the ion C5H10N2P with charge +1.

spin multiplicity: 3
total charge: +1
electronic energy: -17604.0341 eV
energy above the lowest of the compared OMol25 structures with the same formula, charge and spin: 0.0 kcal per mole
maximum force: 6.40 eV/Å
<S²>: 2.0191

Positions of all 18 atoms, in Å:
C 0.7230 0.9849 -0.0585
C -1.5128 0.4630 1.0372
C -1.4517 -1.4746 -0.2944
C -0.6850 0.7909 -0.3241
C -1.7005 -1.0595 0.9423
N -0.9633 -0.4700 -1.1374
N 1.4751 -0.0491 -0.1025
P 3.2796 -0.4290 0.0689
H 1.0111 1.8536 0.3766
H -0.9443 0.7652 1.8734
H -2.4701 0.9988 0.9186
H 0.9150 -0.8932 -0.2720
H -1.4568 -2.5526 -0.6751
H -1.1432 1.7557 -0.7143
H -2.1483 -1.6049 1.6407
H -1.3020 -0.3691 -2.1347
H 2.7568 -1.2335 1.3381
H 3.5336 0.8510 0.7705

# 8
DFT (ωB97M-V with the def2-TZVPD basis set) results for the molecule C5H10N2S.

spin multiplicity: 1
electronic energy: -19156.3234 eV
energy above the lowest of the compared OMol25 structures with the same formula, charge and spin: 151.8 kcal per mole
maximum force: 3.77 eV/Å

Positions of all 18 atoms, in Å:
C 1.7977 0.2218 0.0021
C -1.2814 0.3204 0.9058
C 0.1681 1.6100 -0.9614
C 2.2656 -1.2464 0.0742
C -2.4148 -0.0527 1.8634
N 0.8539 0.2981 -0.8623
N 0.3612 -0.6384 -1.7579
S -1.4892 1.6451 -0.0748
H 0.6999 2.3780 -0.4461
H 0.0052 1.8456 -1.9362
H 3.3924 -1.1704 -0.0055
H 1.8516 -1.9254 -0.6739
H 1.9658 -1.5894 1.1004
H -1.9704 0.2198 2.8460
H -2.4682 -1.1058 1.8685
H -3.4073 0.4832 1.7024
H -0.0484 0.0106 -2.4320
H -0.2818 -1.3039 -1.2126

# 9
DFT (ωB97M-V with the def2-TZVPD basis set) results for a cluster of 2 separate species, C5H10N2S in total.

spin multiplicity: 1
electronic energy: -19155.4865 eV
energy above the lowest of the compared OMol25 structures with the same formula, charge and spin: 171.1 kcal per mole
maximum force: 6.79 eV/Å

Positions of all 18 atoms, in Å:
C -0.3233 -0.5363 1.8541
C -1.1030 -0.1003 0.4498
C -0.8487 1.3759 0.3158
C 1.5774 0.0163 -1.9229
C 0.8634 -0.9601 -0.9048
H 0.4849 0.4804 1.9347
H -1.6306 -0.5356 2.5450
H 0.4358 -1.6307 1.9221
H -2.1724 0.0192 0.9458
H -1.5341 1.8096 -0.5992
H -1.0471 1.9651 1.3006
H 2.1532 -0.1900 -2.8256
H 1.1188 -1.9797 -1.2156
H 1.3588 -0.7227 -0.0523
H -1.2950 -1.2700 -1.4459
N 1.6203 1.2970 -1.5925
N -0.5315 -0.9749 -0.5702
S 0.8732 1.9368 -0.1391

# 10
DFT (ωB97M-V with the def2-TZVPD basis set) results for the molecule C5H10N2S.

spin multiplicity: 1
electronic energy: -19160.4289 eV
energy above the lowest of the compared OMol25 structures with the same formula, charge and spin: 57.1 kcal per mole
maximum force: 2.00 eV/Å

Positions of all 18 atoms, in Å:
C 1.8604 1.6320 -0.1264
C 1.1893 -1.0546 0.8758
C -0.1547 -0.3887 1.1696
C -1.1582 -0.3217 -0.0209
C -1.0501 -1.3681 -1.1220
H 2.4574 1.7282 0.7762
H 2.2224 2.3859 -0.8261
H 0.8366 1.9582 0.1704
H 2.4747 0.3784 -1.5209
H 1.4428 -1.8892 1.5161
H -0.6814 -0.9777 1.9002
H 0.0315 0.5968 1.6108
H 0.0350 -1.3957 -1.4260
H -1.6558 -1.0880 -1.9764
H -1.3702 -2.3556 -0.7947
N 1.7980 0.3562 -0.8004
N 2.1146 -0.7948 0.0302
S -2.3314 0.7960 0.0816